(1)
Computed, not measured: C6H12S as an isolated structure, with wB97M-V/def2-TZVPD.

Calculated values
* relative energy (zero: lowest compared OMol25 entry of this formula, charge and spin): 7.4638 eV

Last column: Löwdin charge in e.
Element x y z (Å)
C (0.471, 0.919, -0.353)  -0.394
C (0.624, -1.162, -2.276)  -0.376
C (-0.571, 0.936, 1.348)  -0.123
C (-1.396, -0.257, 1.469)  -0.274
C (-1.408, -1.005, 0.090)  -0.262
C (1.803, 1.493, -0.252)  -0.208
S (0.292, -0.780, -0.695)  0.843
H (0.410, -2.290, -2.600)  0.044
H (-0.072, -0.594, -2.893)  -0.014
H (0.190, 0.996, 2.074)  0.066
H (-0.939, 1.855, 1.133)  0.039
H (-0.813, -0.904, 2.113)  0.095
H (-2.372, -0.157, 2.007)  0.126
H (-1.724, -2.075, 0.228)  0.106
H (-1.877, -0.498, -0.730)  0.068
H (1.568, 2.355, 0.493)  0.109
H (2.170, 1.938, -1.209)  0.081
H (2.587, 0.916, 0.068)  0.027
H (1.058, -1.686, -0.014)  0.046

(2)
Computed, not measured: C6H12S2 in the gas phase, with wB97M-V/def2-TZVPD.

Calculated values
* structure (SMILES): CS[C@@H]1[C@H](C)C[C@H]1S
* relative energy (zero: lowest compared OMol25 entry of this formula, charge and spin): 1.3662 eV

Last column: Löwdin charge in e.
Element x y z (Å)
C (-1.603, 0.619, 2.565)  -0.434
S (-0.040, 0.967, 1.729)  0.823
C (0.078, -0.283, 0.474)  -0.611
C (1.419, -0.369, -0.407)  -0.346
C (2.180, 0.861, -0.770)  -0.094
C (0.479, -0.819, -1.499)  -0.217
C (-0.802, -0.347, -0.802)  -0.715
S (-2.185, -1.420, -0.984)  0.753
H (-1.792, -0.435, 2.899)  0.051
H (-2.436, 0.848, 1.887)  0.020
H (-1.761, 1.368, 3.427)  0.060
H (-0.011, -1.228, 1.025)  0.101
H (2.124, -1.162, -0.041)  0.148
H (3.019, 0.680, -1.407)  0.071
H (2.620, 1.361, 0.114)  0.080
H (1.567, 1.634, -1.234)  0.086
H (0.462, -1.923, -1.562)  0.111
H (0.612, -0.442, -2.501)  0.111
H (-1.102, 0.719, -1.026)  0.122
H (-2.828, -0.629, -1.887)  -0.118

(3)
Computed, not measured: a 2-piece molecular cluster, C6H12SSi2 overall, with wB97M-V/def2-TZVPD.

Calculated values
* relative energy (zero: lowest compared OMol25 entry of this formula, charge and spin): 2.3097 eV

Last column: Löwdin charge in e.
Element x y z (Å)
C (-1.510, -1.383, -2.093)  -0.011
C (1.826, -1.746, -1.545)  0.010
C (-1.342, -0.444, 2.913)  -0.065
C (-1.572, -0.918, -0.840)  -0.248
C (1.339, -2.004, -0.274)  -0.217
C (-0.409, -0.198, 1.958)  -0.257
Si (1.025, 3.575, 0.004)  -0.051
Si (-0.179, -1.173, 0.336)  0.922
S (-0.858, 2.803, -0.355)  -0.082
H (-2.337, -1.141, -2.699)  0.058
H (-0.745, -1.876, -2.508)  0.001
H (2.745, -2.138, -1.810)  0.038
H (1.386, -1.222, -2.331)  0.040
H (-1.364, 0.247, 3.697)  0.034
H (-1.830, -1.439, 3.104)  0.071
H (-2.385, -0.362, -0.415)  0.053
H (1.987, -2.667, 0.301)  0.055
H (-0.250, 0.873, 2.163)  0.044
H (1.480, 4.161, -1.215)  -0.156
H (0.998, 4.536, 1.269)  -0.095
H (1.996, 2.519, 0.339)  -0.145

(4)
Computed, not measured: C6H13BN2O3 in the gas phase, with wB97M-V/def2-TZVPD.

Calculated values
* structure (SMILES): C[C@@H](B(O)O)N1CC[C@H](N)C1=O
* relative energy (zero: lowest compared OMol25 entry of this formula, charge and spin): 0.0000 eV

Last column: Löwdin charge in e.
Element x y z (Å)
C (2.245, 0.557, 0.856)  -0.002
C (0.813, 0.104, 1.248)  -0.213
B (0.185, 1.283, 2.060)  -0.656
O (-0.177, 2.405, 1.380)  0.197
O (0.140, 1.081, 3.434)  0.154
N (-0.086, -0.244, 0.187)  -0.023
C (-1.054, -1.341, 0.296)  -0.099
C (-1.623, -1.501, -1.129)  -0.098
C (-1.096, -0.309, -1.921)  -0.319
N (-0.388, -0.706, -3.112)  0.050
C (-0.087, 0.396, -1.006)  -0.432
O (0.573, 1.349, -1.368)  0.053
H (2.836, -0.311, 0.665)  0.070
H (2.721, 1.084, 1.697)  0.099
H (2.206, 1.142, -0.044)  0.065
H (0.782, -0.798, 1.889)  0.150
H (0.027, 2.214, 0.451)  0.079
H (-0.320, 1.740, 3.997)  0.119
H (-1.790, -1.096, 1.052)  0.125
H (-0.527, -2.249, 0.593)  0.123
H (-1.210, -2.400, -1.595)  0.112
H (-2.723, -1.560, -1.154)  0.119
H (-1.907, 0.429, -2.196)  0.166
H (0.354, -1.357, -2.807)  0.093
H (0.108, 0.091, -3.473)  0.068

(5)
Computed, not measured: an isolated ion of composition C6H13BN3O2 and charge +1, with wB97M-V/def2-TZVPD.

Calculated values
* net charge: +1
* spin multiplicity: 3
* ⟨S²⟩: 2.006
* E: -15663.6189 eV

Last column: Löwdin charge in e.
Element x y z (Å)
B (0.784, -3.400, 0.811)  -0.386
C (0.478, 0.049, 1.668)  -0.029
C (0.649, -1.201, 2.103)  -0.220
C (0.033, 0.305, 0.309)  -0.264
C (-2.234, -0.578, 0.957)  -0.179
C (0.512, 1.101, -1.990)  -0.037
C (2.290, 0.846, -0.438)  -0.025
N (0.781, -2.245, 1.293)  0.203
N (-1.233, 0.089, 0.038)  0.140
N (0.857, 0.658, -0.678)  -0.158
O (-3.331, -0.794, 0.146)  0.050
O (0.615, -4.455, 0.176)  0.361
H (0.311, 0.830, 2.419)  0.149
H (0.773, -1.399, 3.166)  0.125
H (-2.284, 0.061, 1.844)  0.142
H (-1.762, -1.559, 1.181)  0.130
H (0.304, 2.143, -1.922)  0.091
H (1.527, 0.872, -2.640)  0.154
H (-0.345, 0.559, -2.486)  0.112
H (2.543, 1.955, -0.450)  0.126
H (2.576, 0.266, 0.470)  0.100
H (2.829, 0.290, -1.324)  0.127
H (-1.651, 0.516, -0.800)  0.157
H (-3.984, -1.217, 0.572)  0.045
H (0.618, -5.275, -0.167)  0.086

(6)
Computed, not measured: an isolated ion of composition C6H13BrN and charge +1, with wB97M-V/def2-TZVPD.

Calculated values
* structure (SMILES): C[N+](C)=CC(C)(C)Br
* net charge: +1
* relative energy (zero: lowest compared OMol25 entry of this formula, charge and spin): 1.6130 eV

Last column: Löwdin charge in e.
Element x y z (Å)
C (1.265, -1.165, -2.044)  0.004
N (0.629, -0.828, -0.810)  -0.238
C (0.691, -1.902, 0.036)  -0.049
C (0.239, 0.353, -0.618)  0.074
C (-0.939, 0.944, 0.689)  -0.808
C (-0.600, 0.484, 2.003)  -0.152
C (-0.942, 2.451, 0.383)  -0.100
Br (-2.564, 0.123, -0.057)  0.797
H (2.137, -1.770, -1.772)  0.118
H (1.315, -0.252, -2.585)  0.099
H (0.688, -1.877, -2.678)  0.136
H (1.768, -1.967, 0.406)  0.148
H (0.446, -2.882, -0.548)  0.155
H (-0.021, -1.785, 0.970)  0.130
H (0.423, 1.085, -1.315)  0.104
H (-0.819, 1.336, 2.673)  0.110
H (-1.263, -0.419, 2.224)  0.092
H (0.446, 0.150, 2.200)  0.109
H (-1.879, 2.703, 0.877)  0.094
H (0.085, 2.719, 0.648)  0.111
H (-1.106, 2.498, -0.681)  0.065

(7)
Computed, not measured: C6H13EuO3 as an isolated structure, with wB97M-V/def2-TZVPD.

Calculated values
* spin multiplicity: 9
* relative energy (zero: lowest compared OMol25 entry of this formula, charge and spin): 0.7419 eV
* ⟨S²⟩: 20.009

Last column: Löwdin charge in e.
Element x y z (Å)
C (2.517, 1.109, -1.156)  -0.136
O (2.045, 0.613, 0.088)  -0.493
C (2.288, -0.807, 0.319)  -0.302
C (1.343, -1.606, -0.524)  -0.191
O (0.025, -1.260, 0.082)  -0.423
C (-1.095, -1.576, -0.709)  -0.226
C (-2.266, -0.757, -0.231)  -0.202
O (-1.838, 0.604, -0.194)  -0.444
C (-2.885, 1.532, 0.049)  -0.116
Eu (0.086, 0.849, 0.943)  1.182
H (1.673, 1.518, -1.851)  0.117
H (3.540, 1.483, -0.984)  0.099
H (2.167, -0.901, 1.420)  0.092
H (3.336, -1.045, 0.082)  0.126
H (1.447, -2.694, -0.365)  0.062
H (-1.336, -2.650, -0.645)  0.136
H (-0.861, -1.335, -1.759)  0.125
H (-2.593, -1.060, 0.778)  0.131
H (-3.113, -0.865, -0.924)  0.136
H (-2.437, 2.529, 0.100)  0.067
H (-3.613, 1.492, -0.774)  0.098
H (-3.388, 1.303, 1.000)  0.093
H (2.745, 0.394, -1.955)  0.070

(8)
Computed, not measured: a 2-piece molecular cluster, C6H13F2N2 overall, with wB97M-V/def2-TZVPD.

Calculated values
* net charge: +1
* relative energy (zero: lowest compared OMol25 entry of this formula, charge and spin): 2.0881 eV

Last column: Löwdin charge in e.
Element x y z (Å)
C (-0.627, -0.357, -1.811)  -0.342
C (-0.085, -0.389, -3.194)  0.023
C (0.218, -1.621, 1.544)  -0.045
C (1.200, 1.422, 2.701)  0.034
C (-0.326, -0.459, 0.720)  -0.140
C (0.554, 1.509, 1.315)  -0.356
N (-1.892, 0.087, -1.723)  0.188
N (0.018, -0.636, -0.687)  0.081
F (1.426, 1.542, 0.267)  0.061
F (-0.418, 2.363, 1.093)  0.136
H (1.013, -0.473, -3.275)  0.106
H (-0.522, 0.592, -3.722)  0.161
H (-0.511, -1.074, -3.857)  0.071
H (-0.506, -2.362, 1.659)  0.069
H (1.014, -2.000, 0.946)  0.077
H (0.608, -1.367, 2.464)  0.045
H (1.784, 0.533, 2.863)  0.082
H (0.426, 1.603, 3.439)  0.101
H (1.854, 2.289, 2.677)  0.100
H (-1.442, -0.277, 0.888)  0.128
H (-2.414, -0.056, -2.588)  0.136
H (-2.394, -0.206, -0.873)  0.127
H (1.020, -0.662, -0.843)  0.157

(9)
Computed, not measured: C6H13FeO5 as an isolated structure, with wB97M-V/def2-TZVPD.

Calculated values
* net charge: +1
* spin multiplicity: 7
* relative energy (zero: lowest compared OMol25 entry of this formula, charge and spin): 0.1368 eV
* ⟨S²⟩: 12.022

Last column: Löwdin charge in e.
Element x y z (Å)
O (-1.996, -0.704, -0.949)  -0.210
C (-0.851, -1.070, -0.367)  -0.217
C (0.402, -0.458, -0.898)  -0.151
O (0.291, -0.432, -2.340)  -0.244
C (1.025, 0.559, -3.060)  -0.147
C (0.320, 0.727, -4.406)  -0.253
O (-1.054, 0.889, -4.248)  -0.202
Fe (-1.658, -0.091, -2.748)  1.398
H (-0.809, -2.043, 0.136)  0.127
H (1.298, -1.017, -0.591)  0.151
H (0.524, 0.596, -0.575)  0.138
H (2.074, 0.249, -3.176)  0.156
H (0.991, 1.505, -2.491)  0.145
H (0.554, -0.160, -5.031)  0.148
H (0.785, 1.596, -4.911)  0.148
H (-0.852, -0.877, 2.306)  0.113
O (-1.849, 0.040, 3.925)  -0.012
C (0.952, 0.563, 3.726)  -0.105
O (0.365, -0.690, 4.006)  -0.152
C (-0.901, -0.878, 3.456)  -0.318
H (2.029, 0.470, 3.904)  0.094
H (0.780, 0.854, 2.675)  0.078
H (0.553, 1.353, 4.384)  0.095
H (-1.231, -1.871, 3.783)  0.137
H (-1.739, 0.890, 3.489)  0.084

(10)
Computed, not measured: C6H13GaO8P as an isolated structure, with wB97M-V/def2-TZVPD.

Calculated values
* net charge: -1
* E: -84478.4433 eV

Last column: Löwdin charge in e.
Element x y z (Å)
O (1.502, 1.012, -1.230)  -0.447
P (0.733, 2.299, -0.402)  0.584
O (1.539, 3.777, -0.796)  -0.450
Ga (-1.381, 2.526, -1.468)  0.090
H (1.436, 1.108, -2.184)  0.001
H (1.533, 3.821, -1.756)  -0.008
H (-1.940, 4.026, -1.445)  -0.176
H (-1.125, 2.120, -3.009)  -0.164
H (-2.365, 1.530, -0.724)  -0.137
C (-3.601, -2.198, -1.872)  -0.138
C (-4.154, -2.350, -0.479)  -0.143
O (-3.073, -1.914, 0.337)  0.049
C (-2.292, -1.091, -0.423)  -0.601
O (-1.411, -0.429, -0.003)  0.098
O (-2.669, -1.134, -1.726)  0.042
H (-4.366, -1.943, -2.604)  0.130
H (-3.068, -3.091, -2.210)  0.129
H (-5.017, -1.703, -0.300)  0.131
H (-4.427, -3.378, -0.244)  0.126
C (2.699, -0.955, 2.118)  -0.118
C (2.992, 0.494, 1.858)  -0.139
O (4.144, 0.731, 2.683)  0.059
C (4.756, -0.458, 2.880)  -0.584
O (5.829, -0.589, 3.381)  0.137
O (3.992, -1.484, 2.434)  0.051
H (2.272, -1.457, 1.252)  0.134
H (2.038, -1.104, 2.976)  0.131
H (3.253, 0.688, 0.816)  0.115
H (2.168, 1.145, 2.140)  0.100

Repeat the sixth record exactly.
Computed, not measured: an isolated ion of composition C6H13BrN and charge +1, with wB97M-V/def2-TZVPD.

Calculated values
* structure (SMILES): C[N+](C)=CC(C)(C)Br
* net charge: +1
* relative energy (zero: lowest compared OMol25 entry of this formula, charge and spin): 1.6130 eV

Last column: Löwdin charge in e.
Element x y z (Å)
C (1.265, -1.165, -2.044)  0.004
N (0.629, -0.828, -0.810)  -0.238
C (0.691, -1.902, 0.036)  -0.049
C (0.239, 0.353, -0.618)  0.074
C (-0.939, 0.944, 0.689)  -0.808
C (-0.600, 0.484, 2.003)  -0.152
C (-0.942, 2.451, 0.383)  -0.100
Br (-2.564, 0.123, -0.057)  0.797
H (2.137, -1.770, -1.772)  0.118
H (1.315, -0.252, -2.585)  0.099
H (0.688, -1.877, -2.678)  0.136
H (1.768, -1.967, 0.406)  0.148
H (0.446, -2.882, -0.548)  0.155
H (-0.021, -1.785, 0.970)  0.130
H (0.423, 1.085, -1.315)  0.104
H (-0.819, 1.336, 2.673)  0.110
H (-1.263, -0.419, 2.224)  0.092
H (0.446, 0.150, 2.200)  0.109
H (-1.879, 2.703, 0.877)  0.094
H (0.085, 2.719, 0.648)  0.111
H (-1.106, 2.498, -0.681)  0.065